No. 1
Entry from the Open Molecules 2025 dataset: a structure of composition C41H39AsN3O4STa (ωB97M-V with the def2-TZVPD basis set).

Positions of all 90 atoms, in Å:
Ta -0.332 -1.053 -0.326
O 3.468 -1.379 -2.366
C 3.347 -0.402 -3.282
C 4.441 -0.244 -4.140
C 4.429 0.717 -5.127
C 3.324 1.551 -5.293
C 2.241 1.396 -4.457
C 2.229 0.430 -3.444
C 1.038 0.325 -2.593
O 1.160 -0.356 -1.463
N -0.099 0.828 -2.912
N -1.014 0.469 -1.905
C -2.159 1.031 -2.092
C -3.305 0.911 -1.228
C -4.418 1.732 -1.432
C -5.475 1.706 -0.546
C -5.424 0.844 0.552
C -4.345 0.004 0.759
C -3.276 0.033 -0.138
O -2.236 -0.754 0.045
H 2.703 -1.405 -1.766
H 5.290 -0.899 -3.998
H 5.291 0.823 -5.774
H 3.317 2.310 -6.064
H 1.369 2.029 -4.563
H -2.236 1.686 -2.955
H -4.426 2.407 -2.281
H -6.330 2.350 -0.696
H -6.244 0.833 1.260
H -4.297 -0.668 1.605
S 1.337 -0.918 1.593
C 1.493 0.516 2.645
C 2.687 0.521 3.386
C 2.976 1.540 4.270
C 2.088 2.598 4.448
C 0.912 2.612 3.724
C 0.616 1.585 2.827
As -0.992 1.561 1.786
C -0.579 2.902 0.430
C -1.579 3.604 -0.236
C -1.273 4.377 -1.349
C 0.034 4.443 -1.815
C 1.034 3.742 -1.157
C 0.731 2.974 -0.041
C -2.249 2.459 2.958
C -2.995 1.654 3.815
C -3.895 2.221 4.705
C -4.064 3.599 4.742
C -3.320 4.406 3.895
C -2.412 3.839 3.008
H 3.385 -0.297 3.255
H 3.904 1.510 4.828
H 2.315 3.399 5.140
H 0.210 3.427 3.854
H -2.611 3.536 0.091
H -2.059 4.925 -1.855
H 0.271 5.039 -2.687
H 2.054 3.781 -1.518
H 1.519 2.421 0.460
H -2.876 0.576 3.792
H -4.467 1.587 5.370
H -4.768 4.042 5.433
H -3.437 5.482 3.926
H -1.820 4.483 2.369
N -2.289 -4.665 1.088
C -1.641 -3.710 0.403
O -1.205 -2.713 0.992
C -1.425 -3.887 -1.071
C -1.190 -2.536 -1.729
H -2.314 -4.609 2.092
H -2.579 -5.511 0.634
H -2.236 -4.473 -1.515
H -0.515 -4.488 -1.141
H -2.139 -2.094 -2.042
H -0.552 -2.646 -2.608
C 2.647 -5.663 0.643
C 3.041 -4.536 -0.319
C 3.277 -5.104 -1.724
C 4.322 -3.856 0.183
C 1.954 -3.541 -0.362
C 1.059 -2.723 -0.346
H 3.442 -6.411 0.689
H 1.731 -6.155 0.310
H 2.479 -5.270 1.646
H 4.078 -5.847 -1.698
H 3.562 -4.308 -2.413
H 2.374 -5.584 -2.106
H 5.130 -4.590 0.243
H 4.165 -3.425 1.173
H 4.625 -3.057 -0.494

HOMO = -0.27122 Ha
strongest force on any atom = 0.020 Eh/bohr
HOMO-LUMO gap = 6.6 eV
E_LUMO = -0.7356 eV
DFT total energy = -129037.4284 eV
energy above the lowest of the compared OMol25 structures with the same formula, charge and spin = 20.7 kcal per mole

No. 2
Entry from the Open Molecules 2025 dataset: a structure of composition C41H39Br2F4N3OPSTi (ωB97M-V with the def2-TZVPD basis set).

Positions of all 93 atoms, in Å:
Ti 0.469 -0.541 -0.602
C 7.459 1.742 1.113
C 7.082 0.407 1.767
C 6.873 0.618 3.273
C 8.242 -0.567 1.571
C 5.780 -0.122 1.163
C 4.627 0.655 1.217
C 3.457 0.133 0.715
Br 1.905 1.280 0.822
C 3.312 -1.137 0.157
O 2.114 -1.603 -0.212
C 4.493 -1.894 0.028
C 5.675 -1.367 0.548
C 4.483 -3.267 -0.656
C 5.886 -3.864 -0.789
C 3.903 -3.151 -2.075
C 3.643 -4.245 0.173
H 8.384 2.125 1.549
H 6.685 2.497 1.257
H 7.612 1.615 0.040
H 7.783 1.009 3.734
H 6.622 -0.324 3.766
H 6.066 1.325 3.470
H 9.146 -0.148 2.016
H 8.444 -0.745 0.513
H 8.055 -1.529 2.053
H 4.631 1.644 1.652
H 6.573 -1.957 0.459
H 6.555 -3.220 -1.363
H 5.807 -4.815 -1.318
H 6.345 -4.067 0.180
H 4.510 -2.472 -2.678
H 2.880 -2.780 -2.069
H 3.917 -4.133 -2.556
H 4.080 -4.388 1.165
H 3.617 -5.219 -0.325
H 2.624 -3.882 0.286
C 2.276 0.601 -5.661
N 0.899 0.671 -5.196
C -0.206 0.923 -5.979
C -1.281 0.890 -5.183
N -0.840 0.609 -3.880
C 0.541 0.478 -3.909
S 1.692 0.143 -2.723
C -1.727 0.622 -2.773
C -3.100 0.761 -2.980
C -3.947 0.852 -1.897
C -3.420 0.800 -0.612
C -2.065 0.626 -0.500
N -1.218 0.525 -1.548
H 2.278 0.760 -6.736
H 2.692 -0.377 -5.426
H 2.872 1.367 -5.170
H -0.134 1.105 -7.036
H -2.304 1.057 -5.446
H -3.519 0.789 -3.971
H -5.011 0.970 -2.049
H -4.049 0.883 0.263
H -1.590 0.554 0.477
F 0.865 -7.569 0.004
C 0.610 -6.320 0.354
C 0.649 -5.951 1.685
F 0.930 -6.856 2.611
C 0.386 -4.638 2.044
F 0.400 -4.365 3.347
C 0.109 -3.654 1.105
P -0.241 -1.915 1.588
C 0.937 -1.503 2.907
C 2.210 -2.062 2.959
C 3.140 -1.594 3.873
C 2.808 -0.563 4.738
C 1.538 -0.001 4.692
C 0.607 -0.466 3.777
C -1.842 -2.126 2.423
C -1.992 -2.320 3.794
C -3.252 -2.552 4.323
C -4.365 -2.603 3.495
C -4.223 -2.423 2.127
C -2.965 -2.181 1.595
C 0.043 -4.068 -0.225
Br -0.442 -2.903 -1.642
C 0.291 -5.372 -0.606
F 0.231 -5.749 -1.879
H 2.486 -2.857 2.279
H 4.131 -2.030 3.895
H 3.538 -0.195 5.447
H 1.273 0.803 5.366
H -0.378 -0.013 3.742
H -1.131 -2.286 4.447
H -3.364 -2.698 5.389
H -5.344 -2.789 3.917
H -5.088 -2.475 1.478
H -2.847 -2.063 0.525

HOMO (spin up / spin down) = -0.34154 / -0.36227 Ha
net charge = +1
strongest force on any atom = 0.014 Eh/bohr
multiplicity = 3
HOMO-LUMO gap (spin up / spin down) = 6.5 / 7.0 eV
E_LUMO (spin up / spin down) = -2.8214 / -2.9006 eV
DFT total energy = -243859.3746 eV
energy above the lowest of the compared OMol25 structures with the same formula, charge and spin = 0.0 kcal per mole